C3H10NO4 | ωB97M-V/def2-TZVPD

The geometry in XYZ format:
```
18
Properties=species:S:1:pos:R:3:forces:R:3:nbo_charge:R:1
C 0.760851 -1.371321 2.891922 0.895 0.593 -0.287 -0.622
H 0.628062 0.198718 0.842504 -0.462 0.283 -0.010 0.349
N -0.099706 -0.511379 0.793217 0.953 -0.666 -0.198 -0.688
C 0.447539 -1.721816 1.442725 -0.380 0.914 0.111 -0.218
O -0.491599 0.378636 -1.269621 0.164 -0.288 0.205 -0.861
H -0.329581 -2.476212 1.351882 0.273 -0.256 0.016 0.206
H 1.032627 -2.225678 3.512973 -0.505 -0.065 0.119 0.195
H -1.714349 1.472443 -1.883053 0.423 0.195 0.028 0.527
O -1.759253 2.348187 -2.336709 -0.572 -0.096 -0.052 -1.001
H -2.625660 2.732707 -2.192257 0.028 -0.102 0.025 0.460
H 1.276539 2.112030 -2.542931 0.488 0.289 -0.237 0.464
C -0.387076 -0.704768 -0.621510 -0.447 0.367 -0.191 0.875
H -0.058428 2.371774 -2.951649 0.201 0.956 -0.564 0.506
O -0.538488 -1.864296 -1.028052 -0.003 0.025 0.142 -0.763
H 1.655347 -0.729747 2.932948 0.001 -0.087 -0.197 0.183
O 0.843226 2.724761 -3.158934 -0.494 -1.117 0.743 -0.986
H -0.009728 -0.710944 3.277801 -0.426 -0.458 0.422 0.211
H 1.369679 -2.023096 0.938744 -0.135 -0.488 -0.074 0.165
```
Positions in Å, forces in eV/Å.

Output
- Lowest unoccupied orbital energy: 3.7 eV
- Maximum force: 1.43 eV/Å
- Net charge: -1
- E_HOMO: -4.8 eV